Entry 1:
41
Properties=species:S:1:pos:R:3:forces:R:3 method="wB97M-V/def2-TZVPD" molar_mass_g_mol=358.4 orbital_gap_ha=0.32377 lumo_ev=-3.40 spin_multiplicity=1 charge=+1
O 2.29380 -1.74976 0.38256 0.1 0.0 0.1
S 2.43726 -1.99341 -1.01320 -0.1 0.2 -0.2
O 2.87930 -3.23176 -1.55110 0.1 -0.1 0.0
N 1.01358 -1.63662 -1.80059 -0.1 -0.2 0.4
C 0.29923 -0.48200 -1.25721 0.0 0.0 -0.1
C -0.85316 -0.26671 -2.20910 0.0 -0.2 0.1
F -1.46567 0.92579 -2.09727 -0.1 0.4 0.0
N -1.87592 -1.27889 -1.78169 0.0 -0.3 0.0
C -1.26612 -2.66384 -1.56172 -0.1 -0.1 0.0
C 0.17154 -2.82156 -2.08231 0.0 0.1 -0.2
S 0.26087 -3.36273 -3.82106 -0.1 0.0 0.1
C 3.53494 -0.63484 -1.69070 0.1 0.1 0.0
F 4.76645 -1.09673 -1.74229 -0.1 0.0 0.1
F 3.13430 -0.26836 -2.90237 0.0 -0.1 0.0
F 3.47408 0.42179 -0.88433 0.0 -0.1 0.0
H -0.08890 -0.65588 -0.24762 0.1 0.2 0.0
H 0.92745 0.40808 -1.23012 0.1 -0.1 -0.1
H -0.58068 -0.44364 -3.24965 0.0 0.0 0.0
H -2.66521 -1.31827 -2.42852 0.1 0.0 -0.1
H -2.23404 -0.92629 -0.88340 0.0 0.0 0.0
H -1.33562 -2.86435 -0.49387 0.1 0.1 0.0
H -1.89471 -3.37919 -2.08618 0.0 0.0 0.1
H 0.56992 -3.68342 -1.54277 0.0 0.0 -0.1
H -0.58839 -2.44375 -4.30141 0.0 0.0 -0.1
C 0.23680 0.70156 2.79026 0.0 0.0 0.0
C -0.12853 1.58980 1.60856 0.1 -0.1 0.0
C -0.32817 3.06899 1.95175 0.0 0.0 0.0
O -1.54071 3.33791 2.61598 0.0 -0.1 0.0
C -1.51301 3.22065 4.02992 0.0 0.1 0.0
N -1.31762 1.03743 0.93270 -0.3 -0.1 -0.3
H -0.62853 0.51195 3.42593 0.0 0.0 0.0
H 0.60700 -0.26315 2.44089 0.0 0.0 0.0
H 1.01427 1.16091 3.40065 0.0 0.0 0.0
H 0.70444 1.55172 0.89592 0.0 0.0 0.0
H -0.37208 3.63617 1.01765 0.0 0.0 0.0
H 0.52389 3.44615 2.53023 0.0 0.0 0.0
H -0.55270 3.55597 4.43178 0.0 0.0 0.0
H -1.69860 2.19716 4.36385 0.0 0.0 0.0
H -2.30058 3.86186 4.41988 0.0 0.0 0.0
H -1.49908 1.58758 0.09646 0.0 0.1 0.1
H -2.12110 1.24368 1.52350 0.1 -0.1 0.1

Entry 2:
41
Properties=species:S:1:pos:R:3:forces:R:3 method="wB97M-V/def2-TZVPD" molar_mass_g_mol=736.9 orbital_gap_ha="0.26280 / 0.19874" e_above_lowest_kj_mol=0.0 lumo_ev="-2.72 / -4.69" spin_multiplicity=6 charge=+1 s2=8.77
Fe -0.17904 -0.30502 -0.45023 0.0 -0.3 0.1
C -2.24056 2.69964 0.69054 0.0 0.0 0.0
C -1.50485 3.40888 -0.43843 0.0 0.0 0.0
S -0.12325 2.47687 -1.15737 0.0 0.0 0.0
C 1.27551 2.95830 -0.11926 0.0 0.0 0.0
C 1.24690 2.48401 1.32731 0.0 0.0 0.0
S 1.20022 0.67065 1.43247 0.0 0.1 0.0
C 0.11112 0.45805 2.87250 0.0 0.0 0.0
C -0.36193 -0.98375 3.01305 0.0 0.0 0.0
S -1.27753 -1.66651 1.60888 0.0 0.0 0.0
C -2.98398 -1.13802 1.88810 0.0 0.0 0.0
C -3.24601 0.35515 1.76521 0.0 0.0 0.0
S -2.58639 0.99418 0.20475 -0.1 0.0 0.0
H -3.18339 3.20782 0.89498 0.0 0.0 0.0
H -1.65481 2.69066 1.60932 0.0 0.0 0.0
H -1.15083 4.38882 -0.11666 0.0 0.0 0.0
H -2.18562 3.56948 -1.27489 0.0 0.0 0.0
H 1.36765 4.04440 -0.15343 0.0 0.0 0.0
H 2.14124 2.54394 -0.63893 0.0 0.0 0.0
H 0.38756 2.88936 1.85916 0.0 0.0 0.0
H 2.14603 2.82797 1.83898 0.0 0.0 0.0
H -0.72913 1.14073 2.76056 0.0 0.0 0.0
H 0.67152 0.74295 3.76369 0.0 0.0 0.0
H -0.97597 -1.08668 3.90885 0.0 0.0 0.0
H 0.49459 -1.64952 3.12357 0.0 0.0 0.0
H -3.31906 -1.50261 2.85946 0.0 0.0 0.0
H -3.54222 -1.68609 1.12611 0.0 0.0 0.0
H -2.78362 0.90387 2.58583 0.0 0.0 0.0
H -4.31877 0.54489 1.80072 0.0 0.0 0.0
Se 1.36117 -2.51295 0.12365 0.0 0.0 -0.1
Se 3.56946 -1.92285 0.09086 0.0 0.0 0.0
Te 3.74013 -0.18003 -1.69513 0.0 0.0 -0.1
Se 1.48959 -0.02471 -2.54409 0.1 0.1 0.0
N 0.00939 -3.04510 -3.10100 0.0 0.0 0.0
C -1.11792 -2.35752 -3.18077 0.0 -0.1 0.1
N -1.75364 -2.29844 -4.35087 -0.1 0.0 0.0
S -1.82726 -1.60773 -1.80829 0.0 0.2 -0.1
H 0.46959 -3.39345 -3.92659 0.0 0.0 0.0
H 0.54614 -3.00788 -2.23909 0.0 0.0 0.0
H -1.43656 -2.79938 -5.16411 0.0 0.0 0.0
H -2.62576 -1.80123 -4.39726 0.0 0.0 0.0

Entry 3:
40
Properties=species:S:1:pos:R:3:forces:R:3 method="wB97M-V/def2-TZVPD" molar_mass_g_mol=335.2 orbital_gap_ha=0.31082 e_above_lowest_kj_mol=0.0 lumo_ev=2.71 spin_multiplicity=1 charge=-1
O -1.94381 1.54025 -0.14447 0.5 0.9 0.1
V -0.48375 2.16250 -0.04053 1.5 -1.2 -0.8
O 0.42586 0.85307 0.35448 -0.9 2.3 -0.9
O 0.50135 4.81323 2.81843 0.2 -0.2 0.1
C 0.19365 4.00312 1.82978 1.0 0.1 -3.7
O -0.58728 3.09083 2.00323 -4.3 -4.0 2.9
O 0.61422 4.00984 0.68576 2.6 2.2 -3.5
H 0.04708 4.16968 3.36714 -0.3 0.6 2.6
C 0.96026 1.37282 -3.73774 -1.6 0.3 0.3
C -0.39756 1.98243 -3.25596 0.1 0.5 0.6
O -0.20271 2.86793 -2.18420 0.0 -1.1 2.8
H 0.80962 0.50103 -4.37444 0.0 0.0 -0.3
H 1.47627 1.00714 -2.84998 0.2 0.5 -0.1
H 1.47604 2.16868 -4.27502 0.4 -0.3 0.2
H -1.18739 1.26295 -3.04003 0.2 -0.8 0.3
H -0.91210 2.57207 -4.01469 0.4 0.2 -0.8
C -2.97929 -2.59974 3.26615 -0.3 -1.1 2.0
O -3.19689 -3.32621 4.26948 0.1 1.2 -2.0
N -2.34562 -1.42713 3.34312 0.6 2.2 0.1
C -1.88543 -0.54253 2.23292 -1.2 -1.3 -0.4
C -2.11923 -0.76598 4.62665 0.2 -0.2 0.3
H -3.34399 -2.86110 2.26072 0.3 -0.1 0.0
H -2.29078 -0.95355 1.30833 0.0 0.1 -0.1
H -0.80646 -0.50098 2.08393 0.0 0.0 0.5
H -2.31119 0.45057 2.37638 0.2 -0.1 -0.1
H -2.78899 -1.11392 5.41307 0.3 -0.5 -0.1
H -1.06156 -0.84655 4.87756 0.0 -0.3 0.5
H -2.28689 0.30993 4.57773 -0.2 0.0 -0.6
C 2.56193 -3.56522 -2.20001 -1.6 2.1 0.5
O 3.65597 -3.98322 -2.37247 2.9 -1.1 -0.5
N 2.27248 -2.22934 -2.05499 0.6 0.7 0.3
C 0.94859 -1.75394 -1.80223 -1.3 0.0 0.1
C 3.28062 -1.09789 -2.00319 -0.6 -1.7 -0.3
H 1.72738 -4.28102 -2.14199 -0.6 0.5 0.1
H 0.60857 -0.98171 -2.49226 0.2 -0.3 -0.6
H 0.81275 -1.22051 -0.86143 0.3 -0.4 0.5
H 0.26151 -2.59741 -1.86993 -0.2 0.1 0.1
H 4.02874 -1.25968 -1.22715 0.0 -0.1 0.0
H 3.76558 -1.02781 -2.97685 0.1 0.2 0.1
H 2.70241 -0.20247 -1.77514 0.3 -0.1 -0.1

Entry 4:
34
Properties=species:S:1:pos:R:3:forces:R:3 method="wB97M-V/def2-TZVPD" molar_mass_g_mol=202.3 orbital_gap_ha=0.09054 e_above_lowest_kj_mol=744.4 lumo_ev=1.60 spin_multiplicity=1 charge=-1
C 3.29198 -1.77888 0.78360 -0.2 0.1 -0.5
C 2.53773 -1.60000 -0.54018 -0.2 -0.3 0.5
C 1.77115 -0.28020 -0.66209 0.0 -0.4 -0.3
N 1.03553 0.15262 0.51707 0.3 0.2 0.2
N -0.16790 -0.47690 0.72114 -0.7 -0.3 -1.1
C -0.40942 -1.72951 1.07336 0.7 -0.2 1.0
C -1.84986 -2.10177 1.11993 0.4 0.4 -2.1
N -1.95817 -3.21914 0.14502 -0.3 -0.4 0.7
C -2.49462 -0.78714 0.58512 -0.4 0.0 -0.6
C -1.40649 0.26421 0.58974 -0.3 0.9 2.3
H 3.64967 -0.82489 1.16149 0.2 0.1 0.1
H 4.13252 -2.44455 0.62552 0.2 -0.1 0.2
H 2.65306 -2.21970 1.54036 -0.1 0.0 0.2
H 1.83051 -2.42099 -0.63783 -0.1 -0.2 0.0
H 3.22641 -1.72275 -1.36932 0.1 0.3 -0.3
H 1.02998 -0.39907 -1.44508 -0.1 0.2 -0.2
H 2.43680 0.51031 -0.99799 0.0 0.3 0.3
H 1.59363 0.16568 1.36654 -0.1 -0.1 0.0
H 0.38246 -2.42844 1.26221 0.2 -0.1 -0.1
H -2.22246 -2.47037 2.06890 0.0 0.1 0.3
H -2.02898 -2.85004 -0.79303 -0.1 0.0 0.0
H -2.76324 -3.80480 0.34474 -0.1 0.1 -0.2
H -2.84498 -0.88948 -0.44221 0.1 -0.5 -0.2
H -3.38641 -0.46108 1.10555 0.0 0.1 0.4
H -1.43447 1.10058 -0.09310 0.1 0.1 -0.6
H -1.50070 0.76073 1.56727 0.1 0.4 -0.1
O 0.61447 4.63914 -2.32167 0.0 0.0 0.2
C 0.03143 4.48071 -1.15075 0.6 0.3 -0.3
C -1.30553 3.51949 -1.24986 -0.5 -0.4 0.3
O -1.90016 3.35152 -0.07673 0.0 -0.5 -0.2
H -0.35153 5.40480 -0.65675 -0.2 0.0 -0.2
H 0.64030 3.97823 -0.35801 0.0 -0.3 -0.1
H -0.91169 2.58985 -1.73648 0.3 -0.1 0.2
H -1.92100 3.99186 -2.04645 0.0 0.3 0.1

Entry 5:
33
Properties=species:S:1:pos:R:3:forces:R:3 method="wB97M-V/def2-TZVPD" molar_mass_g_mol=208.3 orbital_gap_ha=0.35552 e_above_lowest_kj_mol=0.0 lumo_ev=0.91 spin_multiplicity=1
C -0.68369 4.86048 3.22241 0.2 -0.2 0.0
C -0.33616 3.41970 2.86978 -0.3 0.2 0.0
C -1.58341 2.60188 2.54610 0.3 0.0 0.0
C -1.23950 1.17344 2.16390 0.3 0.2 -0.5
H -0.60189 0.69790 2.90662 0.1 -0.1 0.1
H -2.14082 0.58416 2.00807 0.0 -0.1 -0.1
S -0.27526 1.20038 0.56852 -0.2 -1.5 1.5
O -1.17333 1.80318 -0.41598 -0.7 0.7 -1.0
C -0.41038 -0.63474 0.29674 0.5 0.7 -0.2
C 0.31445 -0.91687 -1.00554 -0.3 -0.5 -0.2
C 0.27043 -2.39981 -1.39446 -0.1 0.3 0.3
O 1.00654 -2.53844 -2.58515 0.0 0.2 -0.1
C 1.06816 -3.86572 -3.06052 0.1 -0.2 -0.1
C 1.89153 -3.88564 -4.33747 -0.2 0.1 0.4
H 1.94085 -4.89711 -4.73023 0.0 -0.1 -0.1
H 1.43703 -3.23475 -5.07896 0.0 0.0 -0.1
H 2.89849 -3.53075 -4.13614 0.1 0.0 0.0
H 0.04996 -4.23816 -3.25338 0.1 0.0 0.1
H 1.52608 -4.51344 -2.29596 -0.1 0.1 -0.1
H -0.76986 -2.72767 -1.53821 0.1 0.0 0.0
H 0.72182 -3.00838 -0.59465 0.0 0.1 0.0
O 1.64713 -0.49705 -0.83242 0.4 0.0 0.0
H 2.13392 -0.76760 -1.62074 0.0 0.0 0.0
H -0.15993 -0.33543 -1.81200 0.0 -0.1 0.1
H 0.08639 -1.13006 1.12704 0.1 -0.1 0.1
H -1.45969 -0.91116 0.23609 -0.1 0.1 0.1
H -2.25929 2.60322 3.40569 0.0 0.0 0.0
H -2.10697 3.06070 1.70433 -0.1 0.0 0.0
H 0.19555 2.95781 3.70541 0.1 -0.1 0.0
H 0.32675 3.40683 2.00178 0.1 0.0 0.1
H -1.34075 4.89487 4.08913 -0.1 0.1 0.1
H -1.19009 5.34164 2.38928 -0.1 0.1 -0.1
H 0.21594 5.42658 3.45093 0.0 0.1 0.0

Entry 6:
33
Properties=species:S:1:pos:R:3:forces:R:3 method="wB97M-V/def2-TZVPD" molar_mass_g_mol=357.2 orbital_gap_ha=0.28038 lumo_ev=3.02 spin_multiplicity=1 charge=-1
C -0.63324 -4.23357 -2.55887 -0.1 0.2 0.0
C -1.03838 -4.07805 -1.09571 0.0 -0.2 -0.3
O -1.02176 -2.71408 -0.68224 -0.3 0.0 0.5
C -0.02957 -2.35062 0.18707 0.0 0.2 -0.4
O 1.02825 -2.91809 0.19966 0.1 -0.2 0.2
C -0.46764 -1.19496 1.04524 0.4 -0.1 -0.1
C 0.62209 -0.65427 1.97108 -0.1 0.3 -0.1
C 1.29557 0.60493 1.36240 -0.3 -0.3 0.7
Ta 0.39786 2.57603 2.02441 0.6 -0.3 -1.1
C -0.51616 3.24867 0.05491 0.4 -0.3 0.1
C 0.50119 2.99568 -1.03729 -0.6 0.4 -0.3
C 0.08481 3.03018 -2.46132 0.5 0.4 1.0
O 0.37758 1.80011 -1.80961 0.2 -0.1 0.0
H -0.02947 -3.37542 -2.84988 0.1 -0.1 0.0
H -0.06265 -5.14650 -2.72204 0.0 0.0 0.0
H -1.51009 -4.24717 -3.20641 0.0 0.0 0.0
H -2.06615 -4.41515 -0.95084 0.0 0.0 0.0
H -0.40015 -4.67659 -0.44893 0.1 0.1 0.0
H -0.79165 -0.40753 0.35919 -0.2 0.0 0.1
H -1.34453 -1.54217 1.59521 -0.1 0.1 -0.1
H 1.36291 -1.42881 2.17905 -0.1 -0.1 0.0
H 0.13282 -0.37826 2.90405 0.1 -0.1 0.1
H 2.34070 0.61786 1.69783 0.1 0.2 -0.1
H 1.30765 0.49772 0.27068 0.1 0.2 -0.1
H 1.99501 3.53628 1.77533 0.1 0.2 0.0
H -0.40881 4.03105 2.86264 0.0 -0.2 0.2
H -1.21365 1.68493 2.32481 0.1 0.1 0.1
H 0.76982 2.08586 3.77641 -0.4 0.1 0.0
H -0.64990 4.33536 0.07526 -0.3 0.0 0.1
H -1.43223 2.74007 -0.25031 -0.2 0.2 0.1
H 1.51613 3.32869 -0.83814 0.2 -0.3 0.0
H 0.84830 3.39441 -3.14081 -0.3 -0.2 -0.5
H -0.96466 3.25342 -2.61280 0.0 -0.1 -0.4

Entry 7:
43
Properties=species:S:1:pos:R:3:forces:R:3 method="wB97M-V/def2-TZVPD" molar_mass_g_mol=492.8 orbital_gap_ha=0.07369 e_above_lowest_kj_mol=680.9 lumo_ev=-6.46 spin_multiplicity=1 charge=+1
C -1.87181 2.18970 0.31684 -0.7 0.7 1.5
C -2.66090 0.91022 -0.33962 1.3 0.0 1.7
C -1.72601 -0.10337 -1.22618 -0.9 0.1 0.2
N -0.35596 0.43056 -1.58010 -0.4 -1.5 -0.3
P 0.89444 -0.03089 -0.38520 1.5 -0.4 1.2
C 2.28775 1.30503 -0.65054 -1.0 1.5 -1.5
N 2.56565 1.36601 -2.14257 -1.3 0.7 1.1
C 1.84349 2.51504 -2.81924 -0.6 1.1 -1.5
H -0.84735 1.92717 0.83249 -2.2 0.1 -1.1
H -1.76399 3.12052 -0.42277 0.0 -2.3 1.4
H -2.57327 2.59183 1.19540 1.5 -1.2 -1.8
H -3.48943 1.36579 -1.06211 1.8 -0.1 9.2
H -3.16204 0.27094 0.50418 0.6 1.4 -1.7
H -2.29727 -0.25650 -2.26330 1.9 -1.0 1.5
H -1.66287 -1.17456 -0.72740 -0.5 2.0 -0.9
H -0.08204 -0.10423 -2.45860 -0.3 0.9 1.3
H 0.39109 0.13387 0.98542 -0.2 0.5 -1.0
H 3.26500 0.91915 -0.11603 -1.2 1.0 -1.8
H 2.01062 2.34471 -0.18937 0.7 -1.6 -1.1
H 2.25760 0.48742 -2.61882 0.6 0.9 0.8
H 2.37886 3.56069 -2.70167 -0.8 -2.4 0.0
H 0.72966 2.65880 -2.48833 2.0 -0.4 -0.4
H 1.81619 2.27705 -3.98459 0.2 0.5 2.5
C -3.59492 -1.19766 3.71392 4.3 -0.6 3.3
C -2.71890 -0.09850 3.13822 -0.3 2.0 -1.0
O -1.56768 -0.46351 2.77036 -0.5 0.1 -0.1
O -3.25730 1.04332 3.10169 0.9 -1.4 -0.2
H -3.07442 -2.16009 3.71885 -0.1 0.3 0.0
H -3.87341 -0.94984 4.74249 -0.6 -0.1 -0.2
H -4.50451 -1.29954 3.11445 -1.2 1.9 -0.2
Mg 3.35162 0.07774 1.40104 1.0 -2.5 2.2
C 4.86525 -3.93092 -0.01185 0.1 0.2 -0.3
C 5.14297 -5.26986 0.53445 0.2 -1.2 0.5
N 5.36233 -6.32771 0.96606 -0.4 1.8 -0.8
H 5.55385 -3.17969 0.38912 -0.1 -0.3 0.1
H 4.96365 -3.91060 -1.10235 0.0 -0.3 0.2
H 3.84945 -3.59904 0.22745 0.1 -0.2 0.2
F -2.33434 3.96209 -1.55559 -0.4 -0.4 0.4
Ca -3.57047 1.21737 -2.50914 -0.9 1.9 -8.7
Cl -2.54549 4.25151 -3.45591 -0.5 -0.6 -1.3
Cl 5.00470 -1.98582 2.94631 -1.3 1.7 -1.3
Mg 0.21092 -2.60178 0.02693 -0.4 -0.8 0.2
Br -5.21068 -2.28241 2.18558 -2.1 -2.1 -2.3